(1)
# H21O10

H21O10 as an isolated structure in a non-equilibrium geometry (wB97M-V/def2-TZVPD, the OMol25 dataset).

XYZ file:
```
31
Properties=species:S:1:pos:R:3:nbo_charge:R:1
O 3.22 1.21 0.63 -0.910
H 3.44 1.99 0.72 0.443
H -3.92 0.20 0.07 0.478
O -3.25 -0.35 -0.37 -0.951
H -0.98 2.65 -2.59 0.489
H 0.10 0.14 -1.08 0.524
O 0.89 0.82 -0.54 -0.896
H 2.38 1.06 0.37 0.464
H 0.83 1.64 -0.99 0.503
O 1.13 -1.09 1.45 -0.965
H 1.59 -1.74 0.94 0.461
H 0.50 -1.68 1.87 0.459
O 2.52 -2.32 -0.06 -0.930
H -0.72 -1.38 -0.90 0.498
H 2.86 -2.66 0.70 0.481
O -1.53 1.90 1.32 -0.959
H -2.55 1.63 1.15 0.483
H 2.64 -2.99 -0.77 0.499
O -1.09 1.75 -2.38 -0.999
H -1.26 2.43 0.52 0.480
H -1.46 1.16 -3.08 0.516
O 0.92 1.60 1.76 -0.942
H 1.83 1.44 2.13 0.528
H 0.66 1.06 0.50 0.537
O -0.93 -2.47 -0.09 -0.875
H -3.79 -1.16 -0.18 0.491
O -0.92 -0.49 -1.55 -0.971
H -1.63 0.09 -1.08 0.539
H 0.31 1.48 2.51 0.525
H -1.51 -2.69 -0.80 0.492
H -0.29 -3.25 -0.18 0.508
```

Results
Total charge: +1
DFT total energy in eV: -20806.761
Gap between HOMO and LUMO in Eh: 0.40788
Lowest unoccupied orbital energy in eV: -3.037
Energy above the lowest of the compared OMol25 structures with the same formula, charge and spin in kcal/mol: 93.8
E_HOMO in eV: -14.14

***

(2)
# H21O11

A 11-piece molecular cluster, H21O11 overall in a non-equilibrium geometry (wB97M-V/def2-TZVPD, the OMol25 dataset).

XYZ file:
```
32
Properties=species:S:1:pos:R:3:nbo_charge:R:1
O -0.24 0.45 -0.33 -1.273
H 0.61 0.14 0.13 0.459
O -1.18 0.97 2.12 -1.008
H -0.76 0.77 1.31 0.495
H -2.12 0.73 2.03 0.484
O 0.02 -2.78 1.65 -0.975
H 0.13 -1.97 1.88 0.461
H -0.63 -2.79 0.87 0.484
O 3.38 -0.19 -2.59 -0.962
H 2.54 -0.30 -2.09 0.488
H 3.40 0.71 -2.94 0.473
O 3.38 -0.54 1.02 -0.943
H 3.16 -1.26 0.32 0.457
H 2.65 -0.58 1.56 0.478
O 1.12 -0.33 2.71 -0.971
H 1.25 -0.76 3.70 0.492
H 0.68 0.42 2.70 0.488
O -0.12 -0.03 -2.94 -0.958
H -0.21 0.11 -2.05 0.484
H -0.60 -0.95 -2.92 0.450
O -1.37 -2.01 -0.67 -1.017
H -0.84 -1.13 -0.50 0.517
H -0.64 -2.56 -1.01 0.465
O -3.82 -0.40 0.23 -0.992
H -4.20 0.22 -0.43 0.486
H -2.90 -0.70 0.06 0.505
O 1.07 2.70 0.16 -0.971
H 0.64 1.84 -0.05 0.493
H 0.62 3.33 -0.15 0.432
O -2.03 2.24 -1.29 -0.971
H -1.29 1.63 -1.07 0.506
H -1.66 3.04 -1.42 0.445
```

Results
Total charge: -1
DFT total energy in eV: -22863.556
Gap between HOMO and LUMO in Eh: 0.36679
Lowest unoccupied orbital energy in eV: 3.010
Energy above the lowest of the compared OMol25 structures with the same formula, charge and spin in kcal/mol: 77.9
E_HOMO in eV: -6.97

***

(3)
# H22Mg2O31S5

H22Mg2O31S5 as an isolated structure in a non-equilibrium geometry (wB97M-V/def2-TZVPD, the OMol25 dataset).

XYZ file:
```
60
Properties=species:S:1:pos:R:3:nbo_charge:R:1
Mg 3.60 -13.74 -12.52 1.814
Mg 4.60 -14.27 -7.74 1.828
S 4.26 -16.30 -10.50 2.665
O 4.38 -15.43 -9.33 -1.061
O 5.55 -16.90 -10.92 -1.072
O 3.24 -17.34 -10.25 -1.119
O 3.77 -15.49 -11.68 -1.205
S 6.70 -12.93 -13.40 2.575
O 7.73 -13.80 -12.87 -1.038
O 6.99 -11.46 -13.29 -1.118
O 6.46 -13.17 -14.89 -1.151
O 5.40 -13.20 -12.67 -1.214
S 7.12 -15.93 -6.08 2.590
O 7.47 -14.87 -5.07 -1.125
O 6.69 -17.15 -5.36 -1.076
O 6.00 -15.44 -6.98 -1.173
O 8.35 -16.24 -6.88 -1.122
S 2.48 -12.54 -9.64 2.616
O 2.19 -11.08 -9.55 -1.112
O 3.28 -12.96 -8.44 -1.136
O 1.22 -13.29 -9.77 -1.078
O 3.30 -12.78 -10.88 -1.203
S 2.70 -15.57 -5.29 2.581
O 3.21 -15.05 -6.63 -1.202
O 3.78 -15.78 -4.33 -1.061
O 1.72 -14.57 -4.75 -1.142
O 1.97 -16.85 -5.56 -1.112
O 1.51 -16.05 -8.68 -1.021
H 1.98 -15.62 -7.94 0.515
H 2.20 -16.41 -9.27 0.462
O 1.62 -14.03 -12.64 -0.995
H 0.93 -13.66 -13.19 0.464
H 1.17 -14.51 -11.91 0.553
O 6.12 -13.32 -8.89 -0.985
H 6.15 -13.71 -9.78 0.524
H 6.92 -12.79 -8.83 0.484
O 8.48 -17.46 -12.78 -0.928
H 7.56 -17.36 -13.08 0.500
H 8.72 -18.35 -13.07 0.421
O 3.87 -14.70 -14.38 -0.957
H 3.35 -14.82 -15.18 0.456
H 4.07 -15.60 -14.06 0.517
O 8.41 -15.80 -9.50 -1.040
H 8.39 -16.08 -8.52 0.514
H 7.67 -16.25 -9.92 0.473
O 1.51 -19.62 -9.55 -0.954
H 2.19 -18.94 -9.76 0.523
H 1.17 -19.88 -10.41 0.420
O 6.88 -19.70 -10.90 -0.944
H 6.92 -20.09 -11.77 0.424
H 6.46 -18.82 -11.03 0.515
O 1.10 -17.82 -12.25 -0.969
H 1.07 -18.78 -12.22 0.434
H 2.00 -17.60 -11.92 0.524
O 4.54 -19.65 -9.43 -0.985
H 3.89 -19.59 -8.73 0.471
H 4.41 -18.83 -9.96 0.497
O 5.64 -17.28 -13.50 -1.038
H 5.58 -16.95 -12.51 0.529
H 4.75 -17.63 -13.62 0.445
```

Results
Total charge: -6
DFT total energy in eV: -128886.486
Gap between HOMO and LUMO in Eh: 0.07767
Lowest unoccupied orbital energy in eV: 9.753
E_HOMO in eV: 7.64